[1]
{
  "formula": "C5H7NO2",
  "method": "ωB97M-V with the def2-TZVPD basis set",
  "total_charge": 0,
  "e_above_lowest_kj_mol": 173.60,
  "lumo_energy_ev": 0.92,
  "mol_weight_g_mol": 113.1,
  "homo_ev": -9.426,
  "spin_multiplicity": 1,
  "largest_force_ha_per_bohr": 0.069,
  "elements": ["N", "C", "C", "C", "C", "O", "C", "O", "H", "H", "H", "H", "H", "H", "H"],
  "xyz": [[1.345, -0.940, 1.067], [0.421, -0.263, 0.244], [0.186, 1.239, 0.319], [-1.039, 0.955, -0.566], [-1.176, -0.436, 0.301], [-0.518, 0.359, -1.726], [0.437, -0.480, -1.259], [1.199, -1.149, -1.863], [2.239, -0.925, 0.743], [1.046, -1.885, 1.109], [-0.177, 1.478, 1.343], [1.053, 1.792, -0.053], [-1.864, 1.713, -0.686], [-1.672, -1.088, -0.395], [-1.481, -0.371, 1.423]],
  "forces_ev_per_a": [[-3.215, 0.109, 1.440], [-1.730, -0.118, -1.073], [0.117, 0.055, 0.547], [-0.555, -0.491, 2.869], [0.167, 2.361, 1.890], [-0.056, 0.159, -2.252], [1.126, 1.100, 1.494], [0.188, -0.764, -1.348], [3.009, 0.210, -1.312], [0.033, -1.042, 0.291], [0.638, 0.263, -0.654], [-0.451, 0.583, 0.165], [1.006, -1.136, -0.373], [-0.212, -1.105, 0.550], [-0.065, -0.185, -2.235]]
}



[2]
{
  "formula": "C11H11N",
  "method": "ωB97M-V with the def2-TZVPD basis set",
  "total_charge": 0,
  "e_above_lowest_kj_mol": 121.14,
  "lumo_energy_ev": 0.78,
  "mol_weight_g_mol": 157.2,
  "homo_ev": -7.558,
  "spin_multiplicity": 1,
  "largest_force_ha_per_bohr": 0.103,
  "elements": ["C", "C", "C", "C", "C", "C", "C", "C", "C", "C", "C", "N", "H", "H", "H", "H", "H", "H", "H", "H", "H", "H", "H"],
  "xyz": [[-2.979, -0.283, 0.765], [-1.589, -0.165, 0.258], [-0.602, -1.143, 0.354], [0.687, -0.899, 0.011], [1.745, -1.808, 0.407], [3.065, -1.389, 0.221], [3.455, -0.220, -0.452], [2.412, 0.553, -0.771], [1.026, 0.407, -0.417], [-0.003, 1.416, -0.687], [-1.268, 1.031, -0.264], [-2.366, 1.894, -0.428], [-3.106, 0.556, 1.413], [-3.708, -0.330, -0.037], [-3.134, -1.192, 1.326], [-0.835, -2.123, 0.685], [1.509, -2.768, 0.866], [3.756, -2.074, 0.608], [4.491, 0.024, -0.710], [2.671, 1.581, -1.066], [0.426, 2.345, -1.016], [-3.298, 1.674, -0.317], [-2.354, 2.911, -0.751]],
  "forces_ev_per_a": [[0.197, -1.436, 0.020], [0.728, -3.503, 0.975], [-2.700, 0.477, 0.047], [2.093, 0.293, 0.855], [0.864, 1.821, -1.073], [-1.515, -1.844, 0.342], [-0.398, -1.169, 0.313], [-0.733, 4.115, -0.027], [0.040, -0.217, -1.536], [2.234, -3.020, 1.571], [-0.426, 4.729, -2.303], [1.592, 3.881, -1.149], [-0.721, 0.495, 0.480], [-0.264, 0.364, -0.146], [0.125, -0.305, 0.299], [-0.466, -0.749, 0.547], [0.096, 0.321, -0.074], [1.345, -0.749, 0.325], [-0.548, -0.088, 0.310], [-0.139, -0.345, -0.557], [-0.817, 0.488, -0.257], [-1.594, -1.245, 0.437], [1.007, -2.315, 0.601]]
}



[3]
{
  "formula": "C3H5Br2NO2",
  "method": "ωB97M-V with the def2-TZVPD basis set",
  "total_charge": 0,
  "e_above_lowest_kj_mol": 318.09,
  "lumo_energy_ev": 0.00,
  "mol_weight_g_mol": 246.9,
  "homo_ev": -10.420,
  "spin_multiplicity": 1,
  "largest_force_ha_per_bohr": 0.063,
  "elements": ["C", "C", "C", "N", "O", "O", "Br", "Br", "H", "H", "H", "H", "H"],
  "xyz": [[0.465, -1.707, 0.585], [0.572, -0.159, 0.370], [-0.685, 0.456, -0.284], [-0.180, 1.970, -0.852], [0.142, 2.042, -1.992], [-0.152, 2.827, 0.027], [-1.543, -0.335, -1.756], [-1.978, 0.813, 1.138], [-0.539, -1.821, 1.067], [1.404, -2.177, 1.125], [0.504, -2.320, -0.332], [1.347, 0.122, -0.438], [0.644, 0.291, 1.341]],
  "forces_ev_per_a": [[0.943, -0.281, 0.204], [0.398, -1.156, -2.999], [0.015, 1.673, 0.863], [-0.807, -0.518, 2.875], [0.270, 0.271, -0.462], [0.264, -0.801, -1.554], [0.141, -0.637, -0.266], [0.025, -0.095, -0.357], [1.172, -0.638, 0.044], [-2.155, 1.373, -0.301], [-0.481, 0.710, -0.007], [-0.420, -0.516, 1.823], [0.634, 0.615, 0.135]]
}



[4]
{
  "formula": "C8H10BrO2S",
  "method": "ωB97M-V with the def2-TZVPD basis set",
  "total_charge": -1,
  "lumo_energy_ev": 3.23,
  "mol_weight_g_mol": 250.1,
  "homo_ev": -2.499,
  "spin_multiplicity": 1,
  "largest_force_ha_per_bohr": 0.092,
  "elements": ["C", "C", "C", "C", "C", "C", "C", "C", "O", "O", "S", "Br", "H", "H", "H", "H", "H", "H", "H", "H", "H", "H"],
  "xyz": [[0.830, 0.690, -0.983], [-0.200, 0.584, -1.835], [-3.801, 1.902, 0.516], [-1.725, -0.446, 0.160], [0.922, 0.209, 0.357], [2.677, -1.444, -0.187], [0.639, 0.857, 1.447], [1.341, -1.248, 0.464], [-4.830, 1.376, 0.480], [-3.020, 2.754, 0.577], [-1.869, 0.244, -1.468], [-2.219, -2.322, 0.291], [1.661, 1.236, -1.388], [-0.003, 0.901, -2.914], [-2.565, 0.180, 0.588], [2.628, -1.313, -1.219], [2.998, -2.394, -0.049], [3.416, -0.575, 0.042], [0.358, 1.927, 1.472], [0.672, 0.319, 2.270], [1.418, -1.574, 1.409], [0.671, -1.862, -0.032]],
  "forces_ev_per_a": [[-0.453, 0.777, -2.024], [0.557, 0.902, -1.147], [-1.085, 1.985, -0.057], [-1.253, 1.880, -0.040], [-0.010, -1.733, 0.530], [0.779, 4.082, 0.226], [0.292, 4.069, -2.262], [0.992, 2.551, -2.500], [-0.362, -1.536, -0.072], [1.353, -0.271, 0.121], [0.226, -0.928, -0.724], [-0.507, -0.754, -0.088], [0.729, -0.189, -0.221], [-0.475, -0.199, 1.492], [0.607, -1.323, 0.581], [-0.530, 0.070, -2.049], [1.659, -2.765, 0.825], [-0.803, -1.800, 0.428], [-0.005, -0.818, -0.053], [0.044, -2.032, 4.264], [-0.046, -0.856, 3.760], [-1.709, -1.110, -0.989]]
}



[5]
{
  "formula": "C15H23N3O3",
  "method": "ωB97M-V with the def2-TZVPD basis set",
  "total_charge": 0,
  "e_above_lowest_kj_mol": 256.67,
  "lumo_energy_ev": 0.90,
  "mol_weight_g_mol": 293.4,
  "homo_ev": -8.144,
  "spin_multiplicity": 1,
  "largest_force_ha_per_bohr": 0.050,
  "elements": ["C", "C", "N", "C", "C", "C", "C", "O", "C", "N", "C", "O", "C", "C", "O", "C", "C", "C", "C", "N", "C", "H", "H", "H", "H", "H", "H", "H", "H", "H", "H", "H", "H", "H", "H", "H", "H", "H", "H", "H", "H", "H", "H", "H"],
  "xyz": [[3.440, 1.249, -1.781], [2.368, 0.143, -2.016], [1.132, 0.792, -2.576], [1.156, 1.118, -4.016], [-0.270, 1.093, -4.595], [0.386, 1.684, -1.601], [-0.317, 0.866, -0.483], [-0.711, -0.377, -1.080], [0.534, 0.710, 0.830], [-0.115, -0.331, 1.694], [0.126, -1.668, 1.456], [1.082, -1.994, 0.764], [-0.838, -2.727, 1.920], [-0.130, -3.972, 2.477], [-1.777, -2.308, 2.926], [-1.975, -0.975, 3.086], [-2.981, -0.587, 3.970], [-3.266, 0.753, 4.164], [-2.535, 1.705, 3.426], [-1.558, 1.347, 2.616], [-1.209, 0.020, 2.483], [4.392, 0.779, -1.555], [3.544, 1.888, -2.691], [3.146, 1.861, -0.910], [2.736, -0.554, -2.762], [2.101, -0.445, -1.147], [1.796, 0.403, -4.564], [1.600, 2.082, -4.195], [-0.215, 0.930, -5.673], [-0.786, 2.043, -4.456], [-0.834, 0.279, -4.156], [-0.447, 2.235, -2.125], [1.025, 2.458, -1.158], [-1.213, 1.395, -0.192], [0.031, -0.648, -1.697], [1.589, 0.413, 0.607], [0.595, 1.640, 1.377], [-1.417, -3.050, 1.052], [0.494, -4.348, 1.653], [0.492, -3.614, 3.308], [-0.793, -4.789, 2.819], [-3.535, -1.357, 4.472], [-4.081, 1.071, 4.815], [-2.765, 2.790, 3.514]],
  "forces_ev_per_a": [[-0.495, -0.494, 0.165], [-0.352, 2.249, -1.172], [-0.247, -0.661, 1.122], [-0.691, -0.297, 0.764], [0.668, 0.120, -0.398], [-0.030, -0.015, -1.251], [0.981, -0.734, -0.616], [0.658, -0.008, 0.397], [0.321, -1.340, -0.689], [0.085, 0.463, -0.236], [1.381, 0.649, -1.427], [-0.482, -0.180, 0.535], [-0.860, -1.083, 0.882], [0.471, 0.480, -0.368], [0.427, 0.301, -0.091], [-0.312, 0.283, 0.515], [0.208, 0.381, -0.342], [0.029, 0.531, -0.363], [-0.612, -0.296, 0.602], [1.325, -1.592, -0.529], [-1.427, 1.747, 0.357], [0.298, 0.110, 0.040], [-0.092, -0.500, 0.761], [0.252, -0.071, -0.472], [-0.039, -0.137, -0.192], [0.146, 0.045, 0.372], [-0.303, 0.000, 0.573], [0.292, 0.723, -0.173], [-0.048, 0.018, -0.015], [-0.097, -0.070, 0.186], [-0.164, -0.063, 0.120], [1.033, -0.686, 0.123], [0.077, -0.045, -0.059], [-0.401, 0.006, 0.031], [-1.077, 0.721, 0.705], [-1.047, -0.093, 0.301], [-0.340, 0.172, 0.119], [0.001, 0.345, -0.253], [0.037, 0.007, 0.487], [0.014, -0.474, -0.144], [0.035, 0.763, -0.241], [-0.175, -0.240, 0.146], [0.300, -0.130, -0.109], [0.252, -0.905, -0.166]]
}



[6]
{
  "formula": "C4H8NOS",
  "method": "ωB97M-V with the def2-TZVPD basis set",
  "total_charge": -1,
  "e_above_lowest_kj_mol": 160.56,
  "lumo_energy_ev": 3.76,
  "mol_weight_g_mol": 118.2,
  "homo_ev": -2.589,
  "spin_multiplicity": 1,
  "largest_force_ha_per_bohr": 0.042,
  "elements": ["C", "N", "C", "C", "O", "C", "S", "H", "H", "H", "H", "H", "H", "H", "H"],
  "xyz": [[0.361, 1.986, 0.345], [-0.144, 0.886, -0.508], [0.259, -0.469, -0.069], [-0.438, -0.919, 1.199], [-1.070, -0.097, 1.845], [-0.070, -1.458, -1.233], [0.792, -3.002, -0.843], [0.317, 2.012, 1.430], [-0.259, 2.862, 0.085], [1.352, 2.256, -0.042], [-1.151, 0.981, -0.396], [1.324, -0.564, 0.142], [-0.308, -1.908, 1.632], [0.196, -1.052, -2.218], [-1.162, -1.514, -1.368]],
  "forces_ev_per_a": [[-0.047, 1.323, -1.707], [0.232, 0.333, 1.880], [-1.213, -0.249, -1.572], [-0.035, 1.708, 0.671], [-0.327, -0.455, -0.041], [0.265, 0.070, 0.363], [-0.180, -0.560, -0.303], [0.141, -0.994, 0.253], [0.164, -0.119, -0.084], [0.104, -0.133, 0.525], [0.005, -0.597, -0.199], [0.176, 0.315, -0.269], [0.190, -0.524, -0.515], [0.613, 0.242, 0.417], [-0.089, -0.360, 0.581]]
}